Record 1
Computed, not measured: C5H10BNO as an isolated structure in a non-equilibrium geometry, with wB97M-V/def2-TZVPD.

The geometry in XYZ format:
```
18
C5H10BNO (wB97M-V/def2-TZVPD)
B -0.011 0.902 -0.052
C -3.995 0.400 -0.084
C -2.917 0.557 0.687
C 2.146 0.207 0.163
C 1.977 1.717 0.091
C 0.471 -1.633 0.021
N 0.777 -0.202 0.213
O 0.633 2.075 -0.177
H -5.002 0.434 0.396
H -3.903 0.036 -1.065
H -2.644 0.757 1.684
H 2.551 -0.225 -0.760
H 2.646 -0.256 1.018
H 2.267 2.265 0.983
H 2.504 2.039 -0.762
H 0.286 -1.956 -0.990
H 1.319 -2.117 0.440
H -0.583 -1.750 0.341
```

Lowest unoccupied orbital energy (alpha / beta) (eV): 0.6 / 0.4
HOMO-LUMO gap (alpha / beta) (hartree): 0.2976 / 0.3185

Record 2
Computed, not measured: a single C2H6ClFSi molecule in a non-equilibrium geometry, with wB97M-V/def2-TZVPD.

The geometry in XYZ format:
```
11
C2H6ClFSi (wB97M-V/def2-TZVPD)
C -0.148 1.374 0.202
C -0.375 0.105 -0.693
F 0.431 0.155 -1.831
Si 0.189 -1.432 0.316
Cl 2.226 -1.054 0.808
H -1.117 1.888 0.266
H 0.198 1.116 1.211
H 0.608 1.983 -0.311
H -1.417 0.013 -1.027
H 0.056 -2.679 -0.464
H -0.650 -1.469 1.523
```

SMILES: C[C@@H](F)[SiH2]Cl
Lowest unoccupied orbital energy (eV): 0.8
HOMO-LUMO gap (hartree): 0.4166

Let's list energy relative to the best compared isomer or geometry (same formula, charge and spin) in order: 128.5 68.6 kcal per mole.
Let's list E_tot in order: -351.20525 -929.37561 hartree.